14
Properties=species:S:1:pos:R:3 method="wB97M-V/def2-TZVPD" homo_lumo_gap_ev=7.90 e_above_lowest_kcal_mol=91.4 e_homo_ev=-7.47
S -0.0710 -1.2214 0.1014
S 0.4731 1.0581 0.5419
N -0.5473 -1.2671 -1.4186
N 1.8455 1.4586 -0.0480
C -0.4971 1.4190 -0.9092
C -1.6761 -1.2992 1.0277
H -1.5809 -2.1063 1.7059
H -1.7167 -0.2883 1.4937
H 2.5409 1.7951 0.6767
H -2.3237 -1.3580 0.2892
H -0.3719 0.7957 -1.7368
H -0.1435 2.4128 -1.2146
H -1.5908 1.3992 -0.6342
H 0.1618 -1.3276 -2.0670